(1)
107
Properties=species:S:1:pos:R:3 method="wB97M-V/def2-TZVPD" relative_energy_kj_mol=2086.6 homo_ha=-0.164 orbital_gap_ev=5.190 charge=-1
As 0.299 0.069 -0.077
F 2.043 -0.142 0.283
F 0.742 1.562 -1.012
F -1.430 0.318 -0.357
F 0.021 -1.377 0.967
F 0.235 1.154 1.398
F 0.363 -1.006 -1.559
O -3.363 3.984 -0.661
S -3.631 2.605 -0.871
O -4.957 2.216 -1.349
O -2.422 2.004 -1.903
C -2.508 0.721 -2.396
C -3.273 0.662 -3.712
C -3.182 1.603 0.648
H -2.875 0.032 -1.635
H -1.463 0.414 -2.438
H -4.351 0.822 -3.747
H -3.079 -0.358 -4.045
H -2.650 1.277 -4.360
H -2.203 1.899 1.024
H -3.229 0.565 0.317
H -3.953 1.756 1.403
O 4.307 1.788 1.661
S 4.199 3.157 1.190
O 5.215 3.724 0.309
O 2.709 3.454 0.529
C 1.570 2.661 0.888
C 0.280 3.507 0.551
C 4.144 4.227 2.656
H 1.616 2.412 1.948
H 1.578 1.796 0.225
H 0.080 4.236 1.337
H -0.594 2.866 0.668
H 0.313 4.066 -0.384
H 4.973 3.947 3.306
H 3.178 3.937 3.070
H 4.148 5.270 2.339
O -3.464 -1.812 3.569
S -2.382 -0.873 3.669
O -2.255 0.131 4.732
O -0.993 -1.759 3.518
C -0.982 -2.997 2.827
C 0.422 -3.652 2.873
C -2.215 -0.060 2.040
H -1.233 -2.724 1.802
H -1.669 -3.736 3.238
H 0.466 -4.552 2.259
H 0.478 -4.031 3.893
H 1.242 -2.983 2.614
H -2.938 0.755 2.029
H -2.381 -0.802 1.258
H -1.185 0.285 1.951
O 0.684 1.478 6.207
S 1.339 2.069 5.075
O 2.252 3.199 5.182
O 2.154 0.929 4.199
C 1.551 -0.325 4.050
C 1.033 -0.519 2.669
C 0.054 2.483 3.862
H 0.812 -0.651 4.781
H 2.262 -1.141 4.177
H 1.692 -0.095 1.910
H 0.024 -0.119 2.565
H 1.040 -1.582 2.428
H -0.602 1.624 3.722
H 0.644 2.625 2.956
H -0.590 3.343 4.045
C 2.066 -4.931 -1.627
S 0.506 -3.995 -1.310
O -0.434 -5.083 -0.934
C 1.178 -3.227 0.197
H 2.835 -4.328 -2.111
H 1.985 -5.806 -2.272
H 2.493 -5.383 -0.732
H 1.954 -2.537 -0.136
H 1.453 -3.986 0.929
H 0.510 -2.550 0.729
C 1.432 -1.687 -4.832
S 3.077 -1.104 -4.257
O 3.426 0.249 -4.913
C 2.750 -0.998 -2.401
H 1.346 -1.564 -5.912
H 0.698 -0.928 -4.561
H 1.145 -2.676 -4.477
H 1.935 -0.338 -2.104
H 3.723 -0.815 -1.945
H 2.527 -1.963 -1.945
C 0.186 3.230 -5.225
S 1.060 1.606 -4.765
O 2.523 1.760 -4.344
C 0.101 1.363 -3.243
H 0.501 3.413 -6.253
H 0.381 4.005 -4.484
H -0.829 2.833 -5.240
H -0.969 1.301 -3.441
H 0.141 2.246 -2.605
H 0.458 0.451 -2.766
C -4.004 -3.041 -0.499
S -2.873 -2.826 -2.008
O -3.536 -1.591 -2.608
C -1.501 -2.214 -1.041
H -4.489 -2.082 -0.321
H -3.559 -3.329 0.454
H -4.863 -3.649 -0.782
H -0.625 -1.898 -1.607
H -0.954 -2.924 -0.422
H -1.865 -1.343 -0.496

(2)
91
Properties=species:S:1:pos:R:3 method="wB97M-V/def2-TZVPD" relative_energy_kj_mol=31.5 smiles=COC[C@H](C)N.COCCNCCOC.OCCO.OCCO.OCCO.OCCO.OCCO homo_ha=-0.320 orbital_gap_ev=9.133 charge=0
C -5.298 -2.379 -1.887
O -5.066 -3.092 -0.701
C -4.453 -4.341 -0.949
C -3.928 -4.903 0.352
C -2.770 -4.079 0.893
N -3.649 -6.339 0.195
H -4.368 -2.227 -2.452
H -5.693 -1.403 -1.612
H -6.012 -2.882 -2.551
H -5.180 -5.032 -1.398
H -3.617 -4.235 -1.660
H -4.724 -4.836 1.101
H -2.099 -3.701 0.113
H -2.104 -4.671 1.526
H -3.146 -3.245 1.484
H -3.166 -6.520 -0.683
H -2.986 -6.621 0.908
C 7.009 4.295 -5.152
O 6.516 3.326 -4.268
C 7.425 2.264 -4.048
C 7.091 1.523 -2.768
N 6.073 0.509 -2.945
C 4.711 1.004 -2.977
C 3.772 -0.104 -3.353
O 3.465 -0.985 -2.287
C 2.729 -0.395 -1.250
H 6.267 5.091 -5.238
H 7.139 3.907 -6.172
H 7.944 4.725 -4.779
H 8.457 2.638 -4.004
H 7.375 1.541 -4.872
H 6.806 2.227 -1.972
H 8.024 1.045 -2.458
H 6.210 -0.299 -2.358
H 4.654 1.820 -3.698
H 4.444 1.444 -2.001
H 4.295 -0.702 -4.104
H 2.850 0.246 -3.841
H 2.157 0.481 -1.584
H 3.351 -0.048 -0.413
H 2.036 -1.112 -0.813
O 0.472 3.617 4.209
C 0.096 3.280 2.868
C -1.105 4.066 2.401
O -0.826 5.437 2.185
H 0.981 4.431 4.164
H 0.926 3.418 2.164
H -0.121 2.212 2.921
H -1.894 3.949 3.158
H -1.512 3.645 1.481
H -0.713 5.864 3.038
O -2.740 1.208 1.892
C -1.926 0.055 2.001
C -1.055 0.032 0.785
O -0.052 -1.004 0.805
H -3.554 1.094 2.396
H -1.311 0.123 2.912
H -2.529 -0.845 2.170
H -0.469 0.963 0.786
H -1.567 0.037 -0.178
H 0.099 -1.296 -0.099
O 2.421 -1.304 5.713
C 2.739 -0.438 4.606
C 1.629 -0.336 3.611
O 1.429 -1.589 2.987
H 1.907 -2.028 5.341
H 2.988 0.549 4.991
H 3.627 -0.884 4.145
H 1.992 0.407 2.878
H 0.698 0.017 4.069
H 0.761 -1.441 2.298
O 0.239 -2.808 -1.807
C -0.203 -2.028 -2.920
C 0.614 -2.252 -4.134
O 0.244 -3.485 -4.734
H 0.494 -3.688 -2.098
H -1.265 -2.257 -3.066
H -0.132 -0.975 -2.635
H 1.669 -2.233 -3.819
H 0.526 -1.405 -4.827
H 0.534 -3.478 -5.650
O -5.042 2.253 3.302
C -6.458 2.154 3.233
C -7.141 2.746 4.447
O -7.266 4.161 4.349
H -4.825 3.187 3.392
H -6.857 2.670 2.347
H -6.699 1.098 3.119
H -6.548 2.548 5.339
H -8.107 2.254 4.623
H -7.707 4.370 3.520

(3)
88
Properties=species:S:1:pos:R:3 method="wB97M-V/def2-TZVPD" s_squared=8.761 relative_energy_kj_mol=0.0 homo_ha="-0.291 / -0.277" orbital_gap_ev="8.357 / 7.490" multiplicity=6 charge=0
Fe 0.237 0.287 0.093
C -1.826 -2.274 3.020
C -0.687 -1.221 3.090
O -0.319 -0.697 1.849
H -1.554 -3.197 2.506
H -2.743 -1.843 2.618
H -2.128 -2.528 4.036
H 0.092 -1.845 3.527
H -0.830 -0.476 3.872
C -3.671 0.549 0.486
C -3.008 0.056 -0.832
O -1.591 0.134 -0.836
H -4.748 0.432 0.361
H -3.378 1.569 0.732
H -3.500 -0.134 1.318
H -3.383 0.687 -1.637
H -3.302 -0.973 -1.037
C 1.215 3.443 -2.724
C 1.656 1.972 -2.596
O 1.166 1.292 -1.464
H 0.162 3.712 -2.640
H 1.631 3.781 -3.674
H 1.762 4.116 -2.064
H 2.707 1.799 -2.830
H 1.185 1.467 -3.439
C 2.251 -3.252 2.001
C 3.631 -3.246 1.323
O 3.878 -1.904 0.987
H 2.096 -4.240 2.435
H 1.446 -3.056 1.293
H 2.163 -2.511 2.796
H 3.587 -3.796 0.383
H 4.408 -3.709 1.931
H 4.346 -1.871 0.150
C -2.102 2.498 4.015
C -0.743 2.469 4.721
O 0.255 2.670 3.766
H -2.329 3.532 3.754
H -2.840 2.048 4.679
H -2.061 1.920 3.092
H -0.696 1.549 5.304
H -0.827 3.271 5.455
H 1.096 2.593 4.222
C -2.162 -3.479 -1.851
C -1.679 -3.786 -0.397
O -0.330 -4.163 -0.437
H -3.235 -3.295 -1.896
H -2.004 -4.284 -2.569
H -1.637 -2.608 -2.244
H -2.323 -4.551 0.038
H -1.758 -2.890 0.218
H -0.347 -5.112 -0.289
C 1.302 -2.092 -3.053
C 1.798 -1.853 -1.681
O 0.742 -1.595 -0.773
H 0.530 -2.862 -3.052
H 2.069 -2.443 -3.743
H 0.840 -1.192 -3.458
H 2.510 -1.029 -1.702
H 2.338 -2.707 -1.272
H 0.266 -2.427 -0.723
C 4.241 1.612 1.470
C 2.749 1.466 1.814
O 2.246 0.366 1.035
H 4.743 0.647 1.543
H 4.799 2.341 2.058
H 4.358 1.870 0.418
H 2.246 2.397 1.555
H 2.541 1.289 2.869
H 2.922 -0.310 1.118
C -2.251 0.411 -6.054
C -1.535 0.594 -4.737
O -1.940 -0.519 -3.897
H -3.337 0.410 -5.961
H -1.936 -0.516 -6.535
H -2.035 1.193 -6.782
H -1.824 1.531 -4.260
H -0.448 0.669 -4.778
H -1.860 -0.281 -2.970
C 0.060 4.374 0.675
C -0.845 3.135 0.505
O -0.249 2.064 1.117
H 0.305 4.673 1.694
H -0.477 5.190 0.190
H 1.013 4.286 0.154
H -1.076 2.932 -0.541
H -1.764 3.215 1.085
H -0.270 2.258 2.057

(4)
97
Properties=species:S:1:pos:R:3 method="wB97M-V/def2-TZVPD" homo_ha=-0.352 orbital_gap_ev=3.881 charge=+1
Tl -0.105 -0.137 0.388
C -2.555 0.780 5.038
C -1.961 -0.337 4.163
O -1.827 0.066 2.829
H -1.903 1.640 4.889
H -2.607 0.391 6.055
H -3.544 1.174 4.804
H -2.517 -1.270 4.253
H -1.029 -0.560 4.682
C 3.562 -0.915 4.442
C 2.849 0.026 3.444
O 2.024 -0.528 2.505
H 2.906 -1.441 5.136
H 4.286 -0.398 5.072
H 4.100 -1.702 3.914
H 3.646 0.678 3.086
H 2.261 0.779 3.969
C -1.361 3.875 -1.901
S -0.863 2.486 -2.965
O -0.672 1.318 -1.967
C -2.481 2.408 -3.911
H -0.530 4.304 -1.341
H -2.070 3.504 -1.161
H -1.808 4.699 -2.457
H -2.567 3.183 -4.673
H -3.284 2.373 -3.174
H -2.586 1.440 -4.402
C 2.980 3.816 -1.672
S 2.641 3.294 0.018
O 1.876 1.936 0.035
C 4.399 2.997 0.434
H 3.699 3.141 -2.135
H 3.480 4.782 -1.757
H 2.044 3.861 -2.227
H 4.517 2.214 1.183
H 4.877 3.914 0.777
H 5.071 2.733 -0.382
C -1.914 -3.964 1.991
S -2.530 -3.717 0.315
O -1.800 -2.415 -0.145
C -1.503 -5.077 -0.458
H -0.960 -3.445 2.081
H -1.757 -5.023 2.200
H -2.707 -3.575 2.630
H -1.385 -4.804 -1.506
H -2.024 -6.027 -0.333
H -0.545 -5.246 0.034
C 0.365 3.033 3.152
S -0.675 3.764 1.818
O -0.739 2.698 0.709
C -2.168 3.719 2.807
H 0.193 3.508 4.118
H 1.406 3.077 2.833
H 0.121 1.982 3.311
H -2.181 4.346 3.699
H -2.445 2.696 3.060
H -2.937 4.156 2.169
C -4.586 1.987 0.423
S -4.010 0.789 -0.911
O -2.584 0.558 -0.424
C -4.924 -0.682 -0.199
H -4.299 1.580 1.393
H -5.653 2.210 0.428
H -3.982 2.888 0.308
H -5.979 -0.406 -0.187
H -4.571 -1.021 0.775
H -4.789 -1.529 -0.872
C 2.665 0.944 -3.437
S 3.442 -0.012 -2.063
O 2.212 -0.550 -1.338
C 3.947 -1.491 -3.061
H 2.216 1.843 -3.015
H 1.878 0.406 -3.966
H 3.404 1.199 -4.197
H 4.704 -1.197 -3.788
H 3.152 -2.049 -3.556
H 4.463 -2.125 -2.340
C -0.403 -1.017 -4.928
S -0.932 -2.048 -3.418
O -0.393 -1.335 -2.170
C -2.766 -1.908 -3.640
H 0.654 -1.220 -5.100
H -0.684 0.033 -4.849
H -0.948 -1.323 -5.821
H -2.914 -2.440 -4.579
H -3.189 -0.905 -3.694
H -3.281 -2.437 -2.838
C 3.555 -3.379 1.247
S 1.946 -4.135 0.617
O 1.034 -2.911 0.282
C 2.705 -4.675 -0.955
H 3.467 -2.968 2.252
H 3.773 -2.435 0.748
H 4.446 -4.003 1.174
H 1.987 -5.363 -1.402
H 3.613 -5.235 -0.728
H 2.858 -3.848 -1.649

(5)
107
Properties=species:S:1:pos:R:3 method="wB97M-V/def2-TZVPD" homo_ha=-0.168 orbital_gap_ev=3.723 charge=-1
C 4.240 0.155 0.535
C 4.208 1.081 -0.723
C 3.427 2.396 -0.506
B 1.782 2.290 -0.648
Br 0.964 3.307 0.980
C 1.174 0.774 -0.569
N -0.267 0.829 -1.010
C -0.671 -0.504 -1.511
H 3.425 -0.570 0.404
H 4.053 0.742 1.437
H 5.179 -0.408 0.574
H 5.266 1.368 -0.883
H 3.919 0.528 -1.624
H 3.763 3.112 -1.278
H 3.687 2.875 0.452
H 1.396 2.836 -1.648
H 1.149 0.446 0.490
H 1.674 0.045 -1.221
H -0.831 0.938 -0.173
H -1.778 -0.583 -1.522
H -0.268 -0.567 -2.535
H -0.201 -1.325 -0.934
C -4.533 -2.691 2.996
O -4.168 -1.707 2.011
P -4.924 -1.826 0.506
O -3.922 -1.079 -0.296
O -6.147 -0.872 1.017
C -5.836 0.407 1.564
O -5.887 -2.358 -0.757
C -6.986 -3.221 -0.402
H -3.987 -2.475 3.911
H -5.607 -2.647 3.204
H -4.266 -3.692 2.653
H -4.878 0.783 1.205
H -5.821 0.354 2.654
H -6.622 1.099 1.265
H -7.720 -2.677 0.195
H -6.632 -4.091 0.152
H -7.463 -3.559 -1.320
C -4.176 -3.691 -3.043
O -4.313 -4.454 -4.266
P -4.518 -3.557 -5.671
O -5.164 -4.606 -6.509
O -2.909 -3.465 -5.906
C -2.148 -4.666 -5.958
O -4.737 -2.247 -6.682
C -4.297 -0.958 -6.198
H -4.027 -4.384 -2.218
H -3.314 -3.022 -3.106
H -5.077 -3.111 -2.859
H -2.755 -5.521 -6.254
H -1.692 -4.861 -4.986
H -1.353 -4.527 -6.689
H -3.212 -0.942 -6.088
H -4.768 -0.722 -5.244
H -4.586 -0.206 -6.929
C 2.991 1.761 3.975
O 3.101 0.618 4.862
P 3.854 0.896 6.335
O 4.263 -0.498 6.653
O 2.450 1.318 7.059
C 1.366 0.403 7.028
O 4.728 1.702 7.506
C 4.666 3.144 7.500
H 2.468 1.453 3.074
H 2.423 2.562 4.457
H 3.983 2.124 3.704
H 1.704 -0.626 6.901
H 0.681 0.663 6.220
H 0.830 0.485 7.974
H 3.657 3.485 7.739
H 4.967 3.532 6.525
H 5.354 3.524 8.259
C -6.119 -3.843 -9.249
O -6.314 -4.464 -10.547
P -6.546 -3.423 -11.843
O -7.239 -4.359 -12.768
O -4.945 -3.312 -12.142
C -4.208 -4.505 -12.370
O -6.820 -1.994 -12.666
C -6.355 -0.779 -12.050
H -5.960 -4.620 -8.512
H -5.244 -3.189 -9.268
H -7.004 -3.267 -8.972
H -4.842 -5.313 -12.733
H -3.710 -4.817 -11.450
H -3.445 -4.290 -13.118
H -5.265 -0.770 -11.998
H -6.773 -0.668 -11.048
H -6.685 0.058 -12.662
C 9.795 5.923 12.054
O 8.855 5.030 11.429
P 8.286 5.485 9.897
O 7.048 4.648 9.934
O 9.528 4.688 9.195
C 9.762 3.328 9.546
O 7.962 6.247 8.439
C 8.898 7.242 7.983
H 10.086 5.495 13.011
H 10.687 6.039 11.431
H 9.338 6.898 12.228
H 8.860 2.840 9.915
H 10.546 3.267 10.303
H 10.105 2.807 8.654
H 9.861 6.783 7.751
H 9.032 8.021 8.736
H 8.497 7.694 7.078

Number 1: energy -218215.065 eV. Number 2: energy -51241.176 eV. Number 3: energy -76523.085 eV. Number 4: energy -133510.289 eV. Number 5: energy -181298.123 eV.